{
  "formula": "C49H43BrN5O6SSiTi",
  "method": "ωB97M-V with the def2-TZVPD basis set",
  "homo_ev": [-7.0, -7.4],
  "multiplicity": 2,
  "relative_energy_ev": 0.2310,
  "total_charge": 0,
  "gap_ev": [6.00, 6.34],
  "species": ["Ti", "O", "C", "O", "C", "C", "C", "C", "C", "N", "C", "O", "O", "H", "H", "H", "H", "C", "C", "N", "C", "C", "C", "S", "N", "C", "O", "C", "C", "C", "C", "C", "C", "H", "H", "H", "H", "H", "H", "H", "H", "H", "H", "H", "H", "H", "H", "H", "Br", "C", "C", "C", "C", "C", "C", "N", "C", "C", "C", "C", "C", "C", "N", "H", "H", "H", "H", "H", "H", "H", "H", "H", "O", "Si", "C", "C", "C", "C", "C", "C", "C", "C", "C", "C", "C", "C", "C", "C", "C", "C", "C", "C", "H", "H", "H", "H", "H", "H", "H", "H", "H", "H", "H", "H", "H", "H", "H"],
  "xyz": [[1.157639, -0.612491, -0.102032], [-1.220394, -2.142070, -4.138493], [-0.297508, -1.874738, -3.209163], [0.044075, -2.661656, -2.368313], [0.350930, -0.539540, -3.396602], [0.235639, 0.147021, -4.592516], [0.982544, 1.301722, -4.775224], [1.864931, 1.692267, -3.788046], [1.920345, 0.944396, -2.627157], [1.144515, -0.123898, -2.406339], [2.981030, 1.193101, -1.567716], [3.883455, 1.979598, -1.771642], [2.847179, 0.416063, -0.548143], [-1.580313, -3.015529, -3.926066], [-0.431685, -0.224243, -5.355438], [0.891388, 1.870309, -5.691675], [2.522061, 2.544650, -3.881320], [-4.404038, -1.164977, 2.134467], [-4.985308, -1.263306, 0.732298], [-4.290040, -0.429203, -0.250945], [-4.997190, 0.737584, -0.770530], [-4.836732, 1.975780, 0.094370], [-3.077593, -0.791499, -0.719272], [-2.216371, 0.139460, -1.832136], [-2.682702, -2.031812, -0.313833], [-1.481308, -2.431097, -0.059389], [-0.420016, -1.726208, 0.072329], [-1.344637, -3.906562, 0.209019], [-0.086361, -4.484373, 0.304719], [0.047505, -5.841139, 0.559416], [-1.078432, -6.633030, 0.731526], [-2.340136, -6.060698, 0.642798], [-2.471612, -4.705828, 0.379760], [-4.978604, -1.785068, 2.826101], [-4.430226, -0.132579, 2.484187], [-3.369547, -1.508752, 2.147068], [-6.023621, -0.932039, 0.744869], [-4.968562, -2.298081, 0.389307], [-6.052821, 0.463028, -0.840408], [-4.631197, 0.921420, -1.777088], [-5.252098, 1.819172, 1.092815], [-5.359255, 2.820608, -0.360135], [-3.782733, 2.234391, 0.202298], [0.777807, -3.855796, 0.160918], [1.031973, -6.290555, 0.620743], [-0.973314, -7.691762, 0.933406], [-3.222803, -6.672548, 0.780041], [-3.446912, -4.245737, 0.302933], [4.234567, -5.463994, -5.214326], [3.766568, -4.478464, -3.668235], [3.369482, -5.150919, -2.527599], [3.020966, -4.417868, -1.401897], [3.055761, -3.034021, -1.432297], [3.465384, -2.370153, -2.578113], [3.831267, -3.093348, -3.699524], [2.663056, -2.286901, -0.272766], [3.343510, -2.475565, 0.777002], [2.971361, -1.750182, 1.984776], [3.619454, -1.931487, 3.194352], [3.176950, -1.239061, 4.304058], [2.089840, -0.390657, 4.157430], [1.494937, -0.257770, 2.921571], [1.923488, -0.923587, 1.834954], [3.322664, -6.230897, -2.516523], [2.687957, -4.920558, -0.502058], [3.519959, -1.291951, -2.581549], [4.162254, -2.584073, -4.593707], [4.227941, -3.111648, 0.781988], [4.461765, -2.609934, 3.244015], [3.662932, -1.355472, 5.262939], [1.704862, 0.178562, 4.992426], [0.657758, 0.404898, 2.764502], [0.350700, 0.932112, 0.436747], [0.173744, 2.529182, 0.744814], [1.509811, 3.078470, 1.953607], [1.223893, 4.010450, 2.958190], [2.198771, 4.428978, 3.855912], [3.488373, 3.924155, 3.763624], [3.796348, 3.006417, 2.768890], [2.819015, 2.588406, 1.874661], [-1.455804, 2.832762, 1.600390], [-2.066349, 4.088185, 1.527168], [-3.176647, 4.394175, 2.304427], [-3.684261, 3.447868, 3.184887], [-3.096876, 2.191600, 3.262860], [-2.002338, 1.883826, 2.466391], [0.282239, 3.511099, -0.838627], [-0.771968, 3.489236, -1.759820], [-0.691105, 4.198825, -2.948615], [0.445598, 4.945566, -3.237365], [1.501641, 4.977086, -2.337035], [1.417273, 4.265881, -1.145715], [0.219888, 4.408351, 3.056401], [1.950507, 5.148538, 4.627088], [4.251968, 4.250928, 4.459798], [4.804251, 2.618216, 2.679131], [3.086343, 1.881136, 1.099139], [-1.672785, 4.834588, 0.843560], [-3.641007, 5.369762, 2.227055], [-4.540334, 3.686369, 3.804548], [-3.499932, 1.448045, 3.940527], [-1.581810, 0.881873, 2.503400], [-1.658641, 2.897449, -1.552409], [-1.516430, 4.168463, -3.650737], [0.507077, 5.502794, -4.165077], [2.392392, 5.551710, -2.560516], [2.252821, 4.288793, -0.454483]],
  "forces_ev_per_a": [[-0.2697, 0.9052, -1.3037], [-0.0336, -0.0336, -0.1040], [-0.0500, 0.1372, 0.1132], [0.1618, -0.1766, -0.0828], [0.0938, 0.0154, -0.0731], [-0.0630, 0.0628, -0.0290], [-0.0638, 0.0176, -0.0400], [0.0323, 0.0660, -0.0257], [-0.0802, -0.1957, 0.1762], [0.1885, -0.1099, -0.0484], [-0.0472, -0.2406, -0.0239], [-0.1026, 0.1295, -0.0068], [0.5346, 0.0179, 0.1618], [-0.0182, -0.0074, 0.0008], [0.0099, -0.0029, 0.0012], [0.0156, -0.0112, -0.0017], [-0.0091, 0.0024, -0.0047], [0.0242, 0.0138, 0.0138], [0.0205, 0.0436, -0.0352], [0.0257, -0.0542, 0.0113], [-0.0294, -0.0674, 0.0534], [-0.0041, 0.0089, 0.0370], [0.1018, 0.0056, -0.1298], [-0.1481, 0.1168, 0.0453], [-0.3159, 0.0379, 0.0416], [0.3283, -0.1437, 0.1754], [-0.6258, -0.4429, 0.3347], [-0.0213, 0.0700, -0.0253], [-0.0179, -0.0670, 0.0173], [0.0454, 0.0194, -0.0118], [-0.0109, -0.0122, 0.0028], [0.0096, 0.0109, 0.0028], [-0.0110, -0.0021, -0.0100], [-0.0010, 0.0189, -0.0121], [-0.0041, -0.0261, 0.0127], [-0.0066, 0.0063, -0.0078], [-0.0143, 0.0093, -0.0169], [0.0199, -0.0047, -0.0048], [-0.0005, -0.0051, -0.0227], [0.0379, 0.0307, -0.0132], [0.0175, 0.0117, -0.0360], [0.0186, -0.0136, 0.0183], [-0.0205, -0.0068, -0.0234], [0.0238, 0.0397, 0.0093], [0.0031, 0.0101, 0.0092], [-0.0018, 0.0096, -0.0008], [0.0008, 0.0096, -0.0059], [0.0041, -0.0151, 0.0018], [0.0065, -0.0098, -0.0113], [0.0135, 0.0084, -0.0236], [-0.0201, 0.0267, 0.0502], [-0.0376, -0.1100, 0.0322], [-0.0963, 0.1112, 0.0987], [0.0256, 0.0970, -0.0458], [-0.0357, -0.0192, 0.0024], [0.0660, -0.3768, -0.7344], [0.4456, 0.1562, 0.4234], [-0.1213, -0.0839, 0.0769], [0.2213, -0.1316, -0.0928], [-0.0964, 0.0924, 0.0331], [0.0857, -0.0086, 0.2457], [-0.0035, -0.1046, -0.4471], [0.0312, 0.0686, 0.9565], [0.0025, 0.0097, 0.0048], [0.0113, -0.0386, -0.0610], [0.0063, 0.0119, 0.0010], [0.0020, 0.0040, 0.0012], [-0.0787, -0.1143, 0.0692], [-0.0209, 0.0168, 0.0302], [0.0100, -0.0078, -0.0082], [0.0036, -0.0011, -0.0260], [-0.0070, -0.0069, 0.0017], [-0.2500, 0.4314, 0.4071], [0.1580, -0.3957, -0.1307], [0.0034, 0.1185, 0.0411], [0.0335, -0.0764, 0.0566], [-0.0055, -0.0174, -0.0191], [-0.0036, 0.0119, 0.0105], [-0.0106, -0.0158, -0.0307], [-0.0024, 0.0654, -0.0205], [-0.0697, 0.1324, 0.0036], [-0.0456, -0.0336, 0.0107], [0.0150, -0.0441, 0.0047], [0.0434, 0.0225, -0.0017], [-0.0296, -0.0126, -0.0054], [-0.0379, -0.0194, -0.0123], [0.0392, 0.1091, 0.0071], [0.0152, -0.0237, -0.0005], [-0.0125, -0.0116, -0.0150], [0.0246, -0.0052, 0.0137], [-0.0310, -0.0069, -0.0097], [-0.0216, -0.0280, -0.0378], [0.0009, -0.0023, -0.0155], [0.0021, -0.0114, -0.0147], [-0.0168, -0.0069, -0.0123], [-0.0121, 0.0078, 0.0040], [0.0008, -0.0410, -0.0038], [-0.0005, -0.0082, 0.0380], [0.0032, -0.0121, 0.0044], [0.0087, -0.0073, -0.0136], [0.0076, 0.0187, -0.0069], [0.0137, 0.0593, 0.0172], [0.0293, 0.0179, -0.0008], [0.0189, 0.0049, 0.0107], [-0.0019, -0.0039, 0.0150], [-0.0124, -0.0100, 0.0020], [-0.0143, 0.0161, -0.0123]]
}

***

{
  "formula": "C8H14IN2O3",
  "method": "ωB97M-V with the def2-TZVPD basis set",
  "homo_ev": [-12.4, -12.4],
  "relative_energy_ev": 0.0000,
  "total_charge": 1,
  "gap_ev": [6.62, 6.62],
  "species": ["C", "C", "C", "C", "C", "C", "C", "C", "N", "N", "O", "O", "O", "I", "H", "H", "H", "H", "H", "H", "H", "H", "H", "H", "H", "H", "H", "H"],
  "xyz": [[0.489913, -0.088150, -0.345598], [3.009897, -2.647381, -0.116838], [3.427451, -1.280846, 0.237555], [-4.560654, 2.174831, -0.037124], [1.153879, 0.131625, 2.146554], [-3.173505, 1.856074, -0.562042], [-1.817185, -0.019153, -0.985013], [1.426000, 0.393399, 0.730681], [4.250908, -2.440222, 0.565033], [3.332648, -1.736162, -1.199192], [0.821909, -0.669174, -1.349487], [-0.724601, 0.278166, -0.036100], [-2.968858, 0.442203, -0.475500], [2.519403, 2.051197, 0.147612], [2.204436, -3.339433, -0.027525], [-4.641525, 1.893951, 1.008320], [-4.751480, 3.237811, -0.136619], [-5.307571, 1.623485, -0.600684], [1.941858, 0.511425, 2.788000], [0.217949, 0.632973, 2.421454], [0.993924, -0.927638, 2.334647], [-2.409345, 2.371565, 0.033383], [-3.067403, 2.173195, -1.609415], [-1.522993, 0.431229, -1.948622], [-1.877797, -1.109383, -1.076882], [4.299017, -2.717586, 1.539371], [4.197344, -1.885279, -1.723820], [2.536387, -1.342716, -1.722149]],
  "forces_ev_per_a": [[-0.2586, -0.2068, -0.3577], [0.0928, 0.7601, 0.2692], [-2.7747, 0.6797, 0.8393], [0.3682, -0.2819, -0.1418], [0.1638, -0.0903, 0.2895], [-0.0947, 0.4912, -0.0041], [-0.0336, -0.4513, -0.8792], [1.7746, -0.1070, -0.3540], [1.6702, -0.5265, -0.5178], [0.3564, -0.2160, -0.9890], [-0.0325, 0.0051, -0.0302], [0.2086, 0.1628, 0.5813], [-0.1466, -0.0796, 0.2105], [-0.4612, -0.2067, 0.1988], [-0.3765, -0.0952, 0.0191], [-0.0277, 0.0074, 0.1234], [-0.0474, 0.1404, 0.0032], [-0.0978, -0.0012, -0.0654], [0.0646, -0.0008, 0.0067], [-0.0488, 0.1081, -0.1737], [-0.0352, -0.1221, -0.0766], [-0.0534, -0.0794, -0.0797], [0.0142, -0.1118, 0.1173], [-0.0782, -0.0193, 0.2944], [0.0789, 0.2472, 0.0695], [-0.5024, 0.1999, 0.1015], [0.0529, -0.0934, 0.1259], [0.2245, -0.1125, 0.4198]]
}

***

{
  "formula": "H4NOP2",
  "method": "ωB97M-V with the def2-TZVPD basis set",
  "homo_ev": -3.1,
  "relative_energy_ev": 4.5930,
  "total_charge": -1,
  "gap_ev": 7.17,
  "species": ["N", "O", "P", "P", "H", "H", "H", "H"],
  "xyz": [[1.165199, 0.249820, 1.271966], [-2.502876, -0.175175, -0.430778], [1.175193, -0.290832, -0.110341], [-1.393730, 0.050364, 0.534720], [1.481901, 0.735123, -1.013938], [-0.044881, -0.593137, -0.959543], [1.796205, -1.430494, -0.437704], [-1.677010, 1.454331, 1.145618]],
  "forces_ev_per_a": [[-0.7465, 0.4937, 2.6373], [-0.4372, 0.6374, -0.6279], [-0.8075, 1.6742, -1.8285], [-0.9375, -0.0267, 2.2505], [0.8167, -0.2104, -1.1597], [0.5168, -0.2924, 0.3079], [1.3539, -1.6459, -0.8893], [0.2414, -0.6299, -0.6903]]
}